1.
The following is a DFT calculation (ωB97M-V/def2-TZVPD) of a molecular structure, C9H4Cl2F5O2PdS.

```
! wB97M-V def2-TZVPD RIJCOSX def2/J DEFGRID3
* xyz -1 1
Pd -0.963 0.431 0.419
Cl -1.327 0.996 3.493
C -0.324 2.412 3.425
C 0.276 2.792 4.616
C 1.065 3.927 4.664
C 1.242 4.675 3.512
C 0.644 4.270 2.332
Cl 0.927 5.269 0.933
C -0.158 3.119 2.223
S -0.909 2.710 0.701
H 0.110 2.190 5.498
H 1.535 4.228 5.591
H 1.848 5.570 3.512
F 1.224 -1.051 0.967
C 0.972 0.244 0.577
F 1.643 1.030 1.472
H 1.435 0.387 -0.405
F -3.511 -2.855 -1.792
C -3.790 -2.360 -0.568
F -3.761 -3.392 0.293
F -5.048 -1.903 -0.601
C -2.768 -1.266 -0.184
O -1.614 -1.668 0.091
O -3.139 -0.086 -0.196
*
```

- HOMO: -4.6948 eV

How is the electron density shared among the atoms? According to natural (NBO), the charges in e are: Pd 0.563; Cl 0.006; C -0.042; C -0.232; C -0.232; C -0.229; C -0.048; Cl -0.012; C -0.196; S -0.218; H 0.219; H 0.207; H 0.216; F -0.374; C 0.440; F -0.373; H 0.109; F -0.330; C 0.888; F -0.325; F -0.320; C 0.656; O -0.694; O -0.679

2.
The following is a DFT calculation (ωB97M-V/def2-TZVPD) of C9H4Cl2N3O3P in the gas phase in a non-equilibrium geometry.

```
! wB97M-V def2-TZVPD RIJCOSX def2/J DEFGRID3
* xyz 0 1
N 0.479 3.420 1.063
P -0.830 2.616 1.551
C -1.066 0.976 0.618
C -2.460 0.587 -0.028
C -2.650 -0.766 -0.846
Cl -4.240 -1.238 -1.642
C -1.442 -1.794 -1.018
Cl -1.561 -3.364 -1.927
C -0.094 -1.378 -0.338
C 0.128 -0.031 0.448
C 1.651 0.015 0.941
O 2.305 0.875 1.584
N 2.281 -1.244 0.430
N 3.518 -1.027 -0.173
C 3.434 -1.049 -1.498
O 3.201 -1.443 -2.675
C 1.316 -2.134 -0.244
O 1.410 -3.315 -0.680
H 0.984 2.880 0.334
H -0.748 2.373 2.984
H -1.989 3.426 1.260
H -3.398 1.258 0.061
*
```

- SMILES: N=[PH2]c1cc(Cl)c(Cl)c2c1C(=O)N(N=C=O)C2=O
- HOMO: -8.8183 eV

How is the electron density shared among the atoms? According to natural (NBO), the charges in e are: N -1.264; P 1.271; C -0.320; C -0.191; C -0.015; Cl 0.035; C -0.014; Cl 0.081; C -0.106; C -0.111; C 0.665; O -0.464; N -0.335; N -0.372; C 0.843; O -0.444; C 0.647; O -0.483; H 0.375; H -0.026; H -0.037; H 0.263

3.
The following is a DFT calculation (ωB97M-V/def2-TZVPD) of a molecular structure, C9H4MnN5O6.

```
! wB97M-V def2-TZVPD RIJCOSX def2/J DEFGRID3
* xyz 0 5
Mn 0.268 -2.257 -1.504
O 0.500 -2.410 0.518
C 0.599 -1.421 1.256
C 0.595 -0.043 0.855
C 0.706 0.905 1.889
C 0.695 2.236 1.588
C 0.580 2.686 0.268
C 0.475 1.781 -0.754
C 0.478 0.393 -0.496
O 0.369 -0.410 -1.521
N 0.804 3.218 2.674
O 0.922 2.791 3.805
O 0.820 4.392 2.364
H 0.698 -1.612 2.331
H 0.795 0.586 2.919
H 0.574 3.748 0.073
H 0.385 2.104 -1.781
O 3.374 -1.591 -0.911
N 3.259 -2.478 -1.665
O 1.923 -2.759 -2.000
N -5.647 -0.915 -2.741
C -4.843 -1.569 -2.234
N -3.989 -2.358 -1.614
C -2.755 -2.418 -1.668
N -1.583 -2.599 -1.651
*
```

- <S²>: 6.07
- HOMO (spin up / spin down): -9.8729 / -9.9249 eV

How is the electron density shared among the atoms? According to natural (NBO), the charges in e are: Mn 1.716; O -0.650; C 0.465; C -0.307; C -0.106; C 0.028; C -0.135; C -0.275; C 0.443; O -0.710; N 0.523; O -0.376; O -0.369; H 0.162; H 0.252; H 0.259; H 0.243; O -0.279; N 0.418; O -0.645; N -0.376; C 0.419; N -0.596; C 0.716; N -0.822